(P)
Computed, not measured: 2 unconnected molecules or ions with the total composition C4H12NOS, with ωB97M-V with the def2-TZVPD basis set.

Values from the calculation:
total charge	-1
2S+1	1
orbital gap	5.6884	eV

Geometry (Å):
C  -0.84695  1.20058  0.79875
O  -1.65023  0.11644  0.83745
C  -0.01045  1.37633  2.08195
N  0.73942  2.65178  2.08756
H  -0.11419  1.22491  -0.04634
H  -1.42682  2.16461  0.69790
H  -0.69142  1.29623  2.93932
H  0.72315  0.56704  2.13778
H  0.09964  3.43687  2.11067
H  1.34402  2.71024  2.89626
C  0.07659  -1.85932  -0.47484
S  1.14620  -1.13891  -1.73791
C  0.35690  -1.85667  -3.20999
H  0.21930  -2.94340  -0.50841
H  -0.96422  -1.56151  -0.58169
H  0.37758  -1.47796  0.49676
H  0.62257  -1.22092  -4.05406
H  0.71896  -2.86418  -3.41713
H  -0.72004  -1.82217  -3.05401



(Q)
Computed, not measured: 2 unconnected molecules or ions with the total composition C4H12NOS, with ωB97M-V with the def2-TZVPD basis set.

Values from the calculation:
total charge	-1
2S+1	1
orbital gap	6.2631	eV

Geometry (Å):
C  -0.12653  2.34990  1.03737
C  -0.66301  1.59844  -0.16357
S  -1.25892  2.70004  -1.49648
N  0.56532  1.43303  1.93816
H  0.58095  3.12136  0.69660
H  -0.92166  2.89978  1.54094
H  0.10079  0.87605  -0.48663
H  -1.51481  0.99989  0.16028
H  -1.47384  1.70218  -2.36211
H  0.64059  0.50569  1.48975
H  0.04770  1.31284  2.79853
C  0.33299  -1.70020  -0.77964
O  0.74807  -0.91158  0.24554
C  0.64739  -3.18884  -0.54951
H  0.82250  -1.44384  -1.75371
H  -0.77186  -1.60402  -0.93473
H  0.50394  -3.80516  -1.44503
H  0.05429  -3.58779  0.28058
H  1.68612  -3.25777  -0.21635



Which one sits at the top of the stability order? (Q) does.



(P)
Computed, not measured: 2 unconnected molecules or ions with the total composition C6H12NO, with ωB97M-V with the def2-TZVPD basis set.

Values from the calculation:
total charge	+1
2S+1	1
orbital gap	4.0848	eV

Geometry (Å):
O  -1.99768  -0.22231  0.38388
C  -1.36064  -1.22308  0.54490
C  -0.02349  -1.33499  -0.10217
C  0.56385  -0.27788  -0.81912
C  1.69736  0.23744  0.04407
C  2.97407  0.30746  -0.37792
C  4.08325  0.81384  0.45296
N  -4.90765  1.10158  -0.25208
H  -1.74969  -2.07638  1.11393
H  0.62897  -2.18104  0.13234
H  1.00969  -0.70791  -1.73310
H  -0.17147  0.45135  -1.15204
H  1.50252  0.33826  1.10498
H  3.17821  -0.09728  -1.36352
H  4.51717  1.72672  0.04514
H  3.82718  0.93223  1.50060
H  4.89193  0.07755  0.38302
H  -4.80462  2.11423  -0.29722
H  -3.99504  0.70020  -0.10007
H  -5.44569  0.93359  0.59670



(Q)
Computed, not measured: 2 unconnected molecules or ions with the total composition C6H12NO, with ωB97M-V with the def2-TZVPD basis set.

Values from the calculation:
total charge	+1
2S+1	1
orbital gap	3.9759	eV

Geometry (Å):
C  -0.36565  0.44180  -1.36222
O  -0.47145  0.92677  -0.17377
C  1.11618  -0.18834  -1.46543
C  1.46279  -1.03218  -0.25316
C  0.46968  -2.12798  0.11161
C  0.74896  -3.41335  -0.12011
C  -2.17051  3.50857  2.39417
N  -1.50067  2.49355  2.09411
H  -1.08199  -0.34599  -1.62020
H  -0.34324  1.19742  -2.17839
H  -1.28548  2.38585  1.09487
H  1.29648  -0.69067  -2.42028
H  1.84339  0.62782  -1.43081
H  2.34564  -1.60688  -0.55445
H  1.50170  -0.43000  0.65625
H  1.69532  -3.77467  -0.50952
H  0.00245  -4.19541  -0.04003
H  -2.56802  4.22076  1.67808
H  -2.29150  3.78569  3.44101
H  -0.40409  -1.78277  0.65826



(R)
Computed, not measured: 2 unconnected molecules or ions with the total composition C6H12NO, with ωB97M-V with the def2-TZVPD basis set.

Values from the calculation:
total charge	+1
2S+1	1
orbital gap	10.5571	eV

Geometry (Å):
C  1.50517  -2.49442  -0.72029
C  0.51969  -2.03461  -1.23143
C  -0.97757  -0.78023  0.94485
C  1.70879  0.59985  0.74446
C  -1.68957  0.71044  -0.89912
C  -0.57265  0.32377  0.04518
N  0.56912  0.90593  -0.05467
O  -1.40816  1.98727  -1.50816
H  2.31551  -2.96631  -0.31588
H  -1.59544  -0.41361  1.74528
H  -1.54844  -1.44341  0.33000
H  -0.06965  -1.19582  1.39606
H  -0.41400  -2.09782  -1.71744
H  1.68183  -0.54940  0.70318
H  1.47453  1.07152  1.72456
H  -2.68236  0.86653  -0.47529
H  -1.77349  -0.02413  -1.69656
H  2.64991  0.82910  0.14220
H  0.65990  1.55458  -0.76497
H  -2.13544  2.61294  -1.43179



Which one sits at the top of the stability order? (R) does.



(P)
Computed, not measured: C4H4ClF in the gas phase, with ωB97M-V with the def2-TZVPD basis set.

Values from the calculation:
SMILES	F/C=C/C=C\Cl
2S+1	1
orbital gap	9.5386	eV

Geometry (Å):
F  3.21528  -0.65762  0.07167
C  2.18246  0.27004  -0.03902
C  0.85868  -0.06513  -0.11363
C  -0.12219  1.03338  -0.07236
C  -1.45276  0.88702  0.09601
Cl  -2.28806  -0.63869  -0.00079
H  2.42064  1.37343  0.13650
H  0.59952  -1.07084  -0.07076
H  0.34977  1.95878  -0.13426
H  -2.20753  1.76318  0.21088



(Q)
Computed, not measured: C4H4ClF in the gas phase, with ωB97M-V with the def2-TZVPD basis set.

Values from the calculation:
SMILES	C=C/C=C(\F)Cl
2S+1	1
orbital gap	9.0571	eV

Geometry (Å):
C  1.37703  0.76469  -0.47157
C  0.22744  0.29997  -0.97957
C  -0.78665  -0.23891  -0.15254
C  -0.83557  -0.63245  1.15204
F  0.35360  -0.74506  1.79114
Cl  -2.13949  -1.33283  2.01070
H  2.09111  1.19249  -1.11898
H  1.59816  0.58626  0.53547
H  -0.19504  0.52338  -1.99989
H  -1.69058  -0.41754  -0.76680



(R)
Computed, not measured: C4H4ClF in the gas phase, with ωB97M-V with the def2-TZVPD basis set.

Values from the calculation:
SMILES	C=C(Cl)/C=C/F
2S+1	1
orbital gap	10.2618	eV

Geometry (Å):
C  -1.53143  -0.09599  1.09960
C  -0.71722  0.16083  0.09186
Cl  -1.37866  0.42679  -1.51307
C  0.74159  0.26090  0.15078
C  1.46216  -0.61773  0.83928
F  2.78794  -0.52475  0.95373
H  -2.59197  -0.16156  0.98599
H  -1.11445  -0.16440  2.11156
H  1.25836  1.04360  -0.38385
H  1.06311  -1.49835  1.33587



Which one sits at the top of the stability order? (R) does.



(P)
Computed, not measured: C11H13NO3 in the gas phase, with ωB97M-V with the def2-TZVPD basis set.

Values from the calculation:
SMILES	CC(=O)N[C@H](Cc1ccccc1)C(=O)O
2S+1	1
orbital gap	8.1978	eV

Geometry (Å):
C  -4.50551  0.14142  -1.14215
C  -3.36550  -0.21217  -0.42551
O  -3.32488  -1.18418  0.42336
N  -2.18760  0.58638  -0.69585
C  -0.84495  0.43680  0.07722
C  0.41854  0.72266  -0.85336
C  1.59244  0.66031  -0.27948
C  2.35817  -0.61662  -0.50353
C  3.60375  -0.86436  -0.03714
C  4.02114  -0.03625  1.30381
C  3.14575  1.11379  1.62699
C  2.03178  1.33048  1.04968
C  -0.67781  -0.99981  0.41054
O  -0.64487  -2.03438  -0.71877
O  -0.44565  -1.49773  1.47916
H  -4.93067  1.04497  -0.90296
H  -4.19989  0.36876  -2.32131
H  -5.21078  -0.81903  -1.06251
H  -2.15702  1.38797  -1.57928
H  -0.83778  0.64084  1.10735
H  0.22392  1.91500  -0.75598
H  0.30610  0.11051  -1.95547
H  2.06068  -1.22040  -1.32262
H  4.26602  -1.70957  -0.07283
H  4.96567  -0.35889  1.60499
H  3.51477  1.51582  2.61131
H  1.31900  1.95090  1.28086
H  -0.49482  -2.37319  1.65349



(Q)
Computed, not measured: C11H13NO3 in the gas phase, with ωB97M-V with the def2-TZVPD basis set.

Values from the calculation:
SMILES	COC1=CCC=C(C(C)=O)[C@@]1(C#N)OC
2S+1	1
orbital gap	9.6780	eV

Geometry (Å):
C  -3.28604  0.54133  -0.32705
O  -1.91907  0.88654  -0.09535
C  -1.02335  0.04920  0.59111
C  -1.20963  -1.22217  0.96705
C  -0.14276  -2.07284  1.38898
C  1.20004  -1.65451  0.85567
C  1.45152  -0.40214  0.48466
C  2.85219  -0.00995  0.11185
C  3.15575  1.42189  0.06303
O  3.67894  -0.86119  -0.21301
C  0.36701  0.75294  0.42794
C  0.45356  1.58548  1.62523
N  0.63174  2.36314  2.43696
O  0.47337  1.56647  -0.67368
C  0.20114  0.98482  -1.91905
H  -3.59086  1.55118  -0.59269
H  -3.76583  0.06261  0.58717
H  -3.40159  -0.23822  -1.12186
H  -2.16668  -1.66929  0.92572
H  -0.31334  -3.10358  0.92714
H  -0.04002  -2.25780  2.50928
H  2.07722  -2.29007  0.92152
H  4.20121  1.79846  -0.02530
H  2.77230  1.93682  0.97430
H  2.65621  1.76545  -0.84347
H  0.33012  1.82603  -2.63745
H  -0.87432  0.59890  -2.09635
H  1.00363  0.16330  -2.15597



Which one sits at the top of the stability order? (Q) does.